# 1
Entry from the OMol25 dataset: a gas-phase ion, C11H13N3O (charge +2) (ωB97M-V/def2-TZVPD).

Computed properties:
Frontier orbital gap, eV: 8.5218
SMILES: NC(=[NH2+])C/[NH+]=c1\ccoc2ccccc12
Net charge: +2
Relative energy (zero: lowest compared OMol25 entry of this formula, charge and spin), kcal/mol: 0.0
Lowest unoccupied orbital energy, Eh: -0.2757
DFT total energy, a.u.: -665.922181
HOMO level, eV: -16.02

Structure (XYZ):
```
28
C11H13N3O (ωB97M-V/def2-TZVPD)
C 1.70 1.32 2.93
C 1.55 2.72 2.90
C 1.31 0.55 1.87
C 1.07 3.33 1.77
C 0.75 1.14 0.71
C 0.69 2.56 0.67
C -0.16 1.17 -1.53
C -0.09 2.54 -1.49
C -1.38 -2.82 -1.22
C -0.23 -1.84 -1.41
C 0.23 0.42 -0.41
N -2.18 -2.79 -0.19
N -1.52 -3.72 -2.17
N 0.05 -0.92 -0.33
O 0.28 3.20 -0.44
H 2.14 0.86 3.80
H 1.83 3.31 3.76
H 1.47 -0.52 1.92
H 0.98 4.41 1.70
H -0.52 0.71 -2.44
H -0.37 3.17 -2.32
H 0.66 -2.45 -1.61
H -0.44 -1.27 -2.32
H -2.95 -3.44 -0.09
H -0.90 -3.78 -2.96
H -2.27 -4.40 -2.13
H -2.10 -2.08 0.52
H 0.41 -1.36 0.51
```

Partial atomic charges computed with the natural (NBO) method, in multiples of e:
1. C -0.170
2. C -0.112
3. C -0.184
4. C -0.211
5. C -0.106
6. C 0.325
7. C -0.379
8. C 0.327
9. C 0.556
10. C -0.291
11. C 0.335
12. N -0.698
13. N -0.698
14. N -0.555
15. O -0.337
16. H 0.254
17. H 0.259
18. H 0.213
19. H 0.265
20. H 0.247
21. H 0.247
22. H 0.263
23. H 0.263
24. H 0.443
25. H 0.444
26. H 0.440
27. H 0.442
28. H 0.420

***

# 2
Entry from the OMol25 dataset: C11H13N5S in the gas phase (ωB97M-V/def2-TZVPD).

Computed properties:
Frontier orbital gap, eV: 7.6584
SMILES: CC/N=C(\S)NNc1nncc2ccccc12
Relative energy (zero: lowest compared OMol25 entry of this formula, charge and spin), kcal/mol: 56.2
Lowest unoccupied orbital energy, Eh: -0.0063
DFT total energy, a.u.: -1098.809482
HOMO level, eV: -7.83

Structure (XYZ):
```
30
C11H13N5S (ωB97M-V/def2-TZVPD)
N -0.22 1.74 4.15
N -2.58 -0.26 -0.72
N -1.71 -0.12 0.23
S 1.86 2.33 2.59
C 0.45 1.43 3.10
C 0.51 -2.55 -3.67
C 1.39 -2.56 -2.62
C -2.32 -0.75 -1.93
C -0.44 -0.49 0.03
C -0.77 -1.98 -3.38
C 1.15 -1.81 -1.44
C -1.08 -1.28 -2.13
C -0.07 -1.15 -1.20
N -0.08 0.37 2.34
N 0.43 -0.17 1.12
C -0.71 2.82 6.19
C 0.33 2.70 5.07
H 1.37 2.38 1.29
H 0.74 -3.08 -4.57
H 2.30 -3.16 -2.77
H -3.13 -0.87 -2.67
H -1.42 -1.98 -4.27
H 1.95 -1.85 -0.73
H -1.14 0.32 2.38
H 1.45 -0.37 0.95
H -0.35 3.67 6.90
H -0.73 1.91 6.78
H -1.78 3.02 5.94
H 0.43 3.66 4.56
H 1.27 2.29 5.50
```

Partial atomic charges computed with the natural (NBO) method, in multiples of e:
1. N -0.489
2. N -0.191
3. N -0.318
4. S -0.029
5. C 0.268
6. C -0.205
7. C -0.199
8. C -0.019
9. C 0.394
10. C -0.162
11. C -0.180
12. C -0.077
13. C -0.123
14. N -0.464
15. N -0.447
16. C -0.599
17. C -0.259
18. H 0.159
19. H 0.223
20. H 0.217
21. H 0.211
22. H 0.218
23. H 0.210
24. H 0.447
25. H 0.411
26. H 0.193
27. H 0.207
28. H 0.218
29. H 0.196
30. H 0.189

***

# 3
Entry from the OMol25 dataset: 2 unconnected molecules or ions with the total composition C11H13NO2 (ωB97M-V/def2-TZVPD).

Computed properties:
Frontier orbital gap, eV: 4.1866
Relative energy (zero: lowest compared OMol25 entry of this formula, charge and spin), kcal/mol: 99.1
Lowest unoccupied orbital energy, Eh: -0.0916
DFT total energy, a.u.: -632.071566
HOMO level, eV: -6.68

Structure (XYZ):
```
27
C11H13NO2 (ωB97M-V/def2-TZVPD)
C -3.17 1.92 -0.50
C -2.01 1.48 0.33
N -1.71 2.27 1.38
C -0.70 2.06 2.25
C -0.60 3.04 3.37
O 0.11 1.16 2.20
O -1.42 0.47 0.01
H -3.64 2.80 -0.06
H -2.85 2.18 -1.51
H -3.91 1.13 -0.57
H -1.41 3.77 3.31
H -0.66 2.54 4.33
H 0.34 3.58 3.33
C 1.18 -1.57 0.20
C 2.33 -1.01 -0.34
C 2.88 -1.22 -1.59
C 2.42 -2.03 -2.61
C 1.29 -2.83 -2.63
C 0.37 -3.04 -1.62
C 0.32 -2.49 -0.36
H 0.93 -1.23 1.20
H 2.86 -0.32 0.30
H 3.80 -0.69 -1.79
H 3.02 -2.04 -3.50
H 1.13 -3.38 -3.55
H -0.42 -3.74 -1.86
H -0.49 -2.81 0.27
```

Partial atomic charges computed with the natural (NBO) method, in multiples of e:
1. C -0.690
2. C 0.657
3. N -0.762
4. C 0.659
5. C -0.692
6. O -0.709
7. O -0.719
8. H 0.220
9. H 0.207
10. H 0.207
11. H 0.218
12. H 0.210
13. H 0.209
14. C -0.089
15. C -0.103
16. C -0.121
17. C -0.130
18. C -0.128
19. C -0.140
20. C -0.024
21. H 0.289
22. H 0.252
23. H 0.235
24. H 0.233
25. H 0.234
26. H 0.236
27. H 0.240

***

# 4
Entry from the OMol25 dataset: 2 unconnected molecules or ions with the total composition C11H13NOS2 (ωB97M-V/def2-TZVPD).

Computed properties:
Frontier orbital gap, eV: 8.9132
Relative energy (zero: lowest compared OMol25 entry of this formula, charge and spin), kcal/mol: 37.2
Lowest unoccupied orbital energy, Eh: 0.0202
DFT total energy, a.u.: -1353.187508
HOMO level, eV: -8.36

Structure (XYZ):
```
28
C11H13NOS2 (ωB97M-V/def2-TZVPD)
C 0.77 -0.68 3.54
C 0.41 -1.11 2.26
C 1.50 0.46 3.53
C -3.52 0.69 -0.40
C -1.71 0.78 -1.60
C 0.89 -0.36 1.27
C -1.18 0.34 -0.43
C -1.01 0.83 -2.95
C 0.50 -1.96 -0.50
C 2.01 1.24 -0.98
C 0.69 -0.53 -0.17
N -3.11 1.05 -1.54
O 1.46 -0.04 -1.15
S 1.76 1.03 1.95
S -2.33 0.26 0.78
H 0.61 -1.21 4.45
H -0.08 -2.11 2.10
H 1.86 0.94 4.38
H -4.62 0.72 -0.30
H -1.37 1.73 -3.45
H 0.04 0.65 -2.89
H -1.35 0.00 -3.62
H -0.20 -2.52 0.13
H 1.34 -2.53 -0.18
H 0.48 -2.31 -1.67
H 1.19 1.76 -0.55
H 2.26 1.70 -1.86
H 2.71 1.18 -0.16
```

Partial atomic charges computed with the natural (NBO) method, in multiples of e:
1. C -0.251
2. C -0.240
3. C -0.404
4. C -0.145
5. C 0.058
6. C -0.251
7. C -0.340
8. C -0.647
9. C -0.657
10. C -0.255
11. C 0.398
12. N -0.428
13. O -0.513
14. S 0.431
15. S 0.386
16. H 0.226
17. H 0.233
18. H 0.235
19. H 0.217
20. H 0.228
21. H 0.225
22. H 0.217
23. H 0.228
24. H 0.225
25. H 0.244
26. H 0.188
27. H 0.205
28. H 0.184

***

# 5
Entry from the OMol25 dataset: C11H13NSe in the gas phase (ωB97M-V/def2-TZVPD).

Computed properties:
Frontier orbital gap, eV: 9.3747
SMILES: CC[C@](C)(C#N)[Se]c1ccccc1
Relative energy (zero: lowest compared OMol25 entry of this formula, charge and spin), kcal/mol: 27.7
Lowest unoccupied orbital energy, Eh: 0.0207
DFT total energy, a.u.: -2883.039046
HOMO level, eV: -8.81

Structure (XYZ):
```
26
C11H13NSe (ωB97M-V/def2-TZVPD)
C -1.11 2.96 0.80
C 1.41 -3.51 0.29
C 2.40 -2.48 0.43
C 0.03 -3.27 0.49
C 1.95 -1.27 0.86
C -0.35 -1.94 0.88
C 0.61 -0.99 1.10
C -0.25 2.43 -1.97
C -2.06 0.86 0.11
C 0.31 1.52 -0.99
C -0.79 1.61 0.46
N -1.37 4.04 1.12
Se 0.15 0.75 1.97
H 1.79 -4.50 0.00
H 3.38 -2.89 0.36
H -0.90 -3.98 0.41
H 2.66 -0.34 0.94
H -1.31 -1.75 1.23
H -0.35 3.36 -1.39
H -1.23 2.11 -2.43
H 0.49 2.70 -2.81
H -1.83 -0.23 0.19
H -2.36 1.30 -0.97
H -3.00 1.14 0.74
H 0.55 0.42 -1.27
H 1.19 1.95 -0.54
```

Partial atomic charges computed with the natural (NBO) method, in multiples of e:
1. C 0.245
2. C -0.197
3. C -0.222
4. C -0.211
5. C -0.222
6. C -0.242
7. C -0.180
8. C -0.651
9. C -0.635
10. C -0.334
11. C -0.303
12. N -0.300
13. Se 0.345
14. H 0.216
15. H 0.229
16. H 0.234
17. H 0.229
18. H 0.216
19. H 0.226
20. H 0.213
21. H 0.228
22. H 0.229
23. H 0.217
24. H 0.235
25. H 0.225
26. H 0.209

***

# 6
Entry from the OMol25 dataset: 2 unconnected molecules or ions with the total composition C11H13OPS (ωB97M-V/def2-TZVPD).

Computed properties:
Frontier orbital gap, eV: 6.5396
Relative energy (zero: lowest compared OMol25 entry of this formula, charge and spin), kcal/mol: 92.7
Lowest unoccupied orbital energy, Eh: -0.0827
DFT total energy, a.u.: -1241.527073
HOMO level, eV: -8.79

Structure (XYZ):
```
27
C11H13OPS (ωB97M-V/def2-TZVPD)
C -2.59 2.14 -0.56
C -2.18 1.05 -0.25
C 3.76 1.45 0.14
C 3.55 0.43 1.06
C 2.84 1.78 -0.82
C 2.33 -0.30 0.99
C 1.68 1.03 -0.97
C 1.44 -0.05 -0.13
C -3.33 3.35 -0.86
C -2.26 -2.84 0.77
C -0.84 -3.09 0.88
O -0.13 -1.93 0.92
P -0.07 -1.04 -0.43
S 0.04 -2.01 -2.20
H 4.69 1.88 0.26
H 4.38 0.17 1.68
H 3.21 2.28 -1.67
H 2.11 -1.11 1.62
H 1.03 1.09 -1.85
H -4.39 3.38 -0.54
H -2.85 4.28 -0.36
H -3.35 3.63 -1.93
H -2.36 -2.34 -0.19
H -2.82 -3.77 0.84
H -2.64 -2.08 1.59
H -0.46 -3.77 0.08
H -0.79 -3.60 1.91
```

Partial atomic charges computed with the natural (NBO) method, in multiples of e:
1. C -0.206
2. C -0.232
3. C -0.167
4. C -0.209
5. C -0.217
6. C -0.151
7. C -0.146
8. C -0.434
9. C -0.690
10. C -0.629
11. C -0.089
12. O -0.776
13. P 1.493
14. S -0.412
15. H 0.210
16. H 0.222
17. H 0.221
18. H 0.224
19. H 0.237
20. H 0.233
21. H 0.221
22. H 0.228
23. H 0.217
24. H 0.227
25. H 0.227
26. H 0.200
27. H 0.197

***

# 7
Entry from the OMol25 dataset: a molecular structure, C11H14BF3N6NiO3S (ωB97M-V/def2-TZVPD).

Computed properties:
Frontier orbital gap (spin up / spin down), eV: 9.8188 / 8.7054
2S+1: 3
Relative energy (zero: lowest compared OMol25 entry of this formula, charge and spin), kcal/mol: 0.0
Lowest unoccupied orbital energy (spin up / spin down), Eh: 0.0154 / -0.0246
⟨S²⟩: 2.005
DFT total energy, a.u.: -3212.865266
HOMO level (spin up / spin down), eV: -9.40 / -9.37

Structure (XYZ):
```
40
C11H14BF3N6NiO3S (ωB97M-V/def2-TZVPD)
H -0.78 0.62 3.07
N -1.24 0.46 1.01
B -2.36 0.55 -1.25
N -2.37 0.76 0.27
C -3.37 1.11 1.11
Ni 0.45 -0.48 0.01
H -4.35 1.34 0.72
C -2.87 1.10 2.41
H -3.40 1.31 3.31
C -1.52 0.72 2.29
H -3.38 0.89 -1.78
C 3.57 -2.06 -0.31
H 4.35 -2.21 0.46
H 3.74 -1.09 -0.80
H 3.64 -2.87 -1.06
N -1.97 -0.93 -1.43
N -1.09 1.29 -1.77
N -0.78 -1.46 -0.91
N 0.16 1.00 -1.23
C -2.64 -1.90 -2.07
C -0.93 2.13 -2.82
H -3.58 -1.67 -2.56
H -1.78 2.40 -3.43
C -1.91 -3.08 -1.96
C 0.42 2.47 -2.90
C -0.76 -2.78 -1.22
C 1.07 1.78 -1.86
H -2.18 -4.04 -2.37
H 0.88 3.12 -3.63
H 0.07 -3.38 -0.90
H 2.10 1.78 -1.54
H 2.56 -2.07 0.16
F 3.61 1.63 4.03
C 2.41 1.19 3.56
F 1.73 0.56 4.57
F 1.64 2.24 3.20
S 2.73 0.05 2.11
O 3.27 0.92 1.08
O 3.53 -1.00 2.70
O 1.34 -0.42 1.74
```

Partial atomic charges computed with the natural (NBO) method, in multiples of e:
1. H 0.235
2. N -0.378
3. B 0.546
4. N -0.339
5. C 0.005
6. Ni 1.479
7. H 0.223
8. C -0.355
9. H 0.232
10. C -0.003
11. H -0.018
12. C -0.859
13. H 0.248
14. H 0.223
15. H 0.210
16. N -0.303
17. N -0.318
18. N -0.440
19. N -0.417
20. C 0.024
21. C 0.016
22. H 0.234
23. H 0.228
24. C -0.350
25. C -0.354
26. C -0.006
27. C -0.005
28. H 0.237
29. H 0.236
30. H 0.228
31. H 0.241
32. H 0.178
33. F -0.311
34. C 0.715
35. F -0.321
36. F -0.320
37. S 2.324
38. O -0.948
39. O -0.923
40. O -1.094

***

# 8
Entry from the OMol25 dataset: a molecular structure, C11H14BrCl2MoN5O6 (ωB97M-V/def2-TZVPD).

Computed properties:
Frontier orbital gap, eV: 7.1526
Net charge: +2
Relative energy (zero: lowest compared OMol25 entry of this formula, charge and spin), kcal/mol: 32.1
Lowest unoccupied orbital energy, Eh: -0.3010
DFT total energy, a.u.: -4714.721791
HOMO level, eV: -15.34

Structure (XYZ):
```
40
C11H14BrCl2MoN5O6 (ωB97M-V/def2-TZVPD)
Mo 0.56 0.09 0.12
N 2.77 0.40 -0.15
N 3.40 0.12 1.08
C 2.68 0.21 2.22
N 3.27 0.11 3.38
N 1.36 0.42 2.00
N 0.47 0.86 3.01
O -0.63 1.08 2.58
O 0.87 1.00 4.14
H 3.18 -0.24 -0.84
H 2.97 1.36 -0.43
H 4.41 0.04 1.09
H 4.26 -0.02 3.47
H 2.72 0.26 4.22
C -1.12 3.94 -0.06
C 0.11 3.23 0.34
O 1.05 3.55 0.98
O 0.13 1.83 -0.13
H -0.91 5.01 -0.11
H -1.87 3.78 0.73
H -1.52 3.57 -0.99
Br -1.45 1.26 -3.25
C -1.32 -0.57 -2.84
C -2.15 -1.48 -3.49
C -2.05 -2.83 -3.19
C -1.14 -3.29 -2.25
C -0.31 -2.39 -1.62
C -0.41 -1.02 -1.90
C 0.63 -2.83 -0.57
O 1.05 -3.90 -0.31
O 1.04 -1.68 0.18
H -2.85 -1.13 -4.23
H -2.70 -3.53 -3.70
H -1.08 -4.34 -1.99
H 0.49 -0.35 -1.75
Cl -1.71 -1.28 1.21
C -3.26 -0.39 0.93
Cl -3.97 -0.78 -0.61
H -3.03 0.67 0.98
H -3.92 -0.70 1.73
```

Partial atomic charges computed with the natural (NBO) method, in multiples of e:
1. Mo 1.431
2. N -0.570
3. N -0.418
4. C 0.668
5. N -0.707
6. N -0.485
7. N 0.665
8. O -0.354
9. O -0.330
10. H 0.432
11. H 0.428
12. H 0.435
13. H 0.440
14. H 0.469
15. C -0.742
16. C 0.844
17. O -0.475
18. O -0.645
19. H 0.284
20. H 0.278
21. H 0.260
22. Br 0.139
23. C -0.032
24. C -0.200
25. C -0.133
26. C -0.153
27. C -0.085
28. C -0.342
29. C 0.776
30. O -0.421
31. O -0.669
32. H 0.261
33. H 0.257
34. H 0.263
35. H 0.213
36. Cl 0.063
37. C -0.380
38. Cl 0.044
39. H 0.232
40. H 0.261

***

F_max in eV Å⁻¹, matching the order above: 1.440, 4.745, 3.195, 3.933, 4.045, 4.437, 3.970, 1.425